A single C6H12NP molecule. Source: OMol25; level of theory: the ωB97M-V functional and the def2-TZVPD basis.

Structure (XYZ):
```
20
Properties=species:S:1:pos:R:3:forces:R:3
C -1.03626 -1.56511 -1.24760 0.65 -0.98 1.11
P 0.31311 -2.14780 -0.34371 -0.38 -0.28 0.65
C 1.22306 -0.67608 0.45780 -5.02 0.78 -3.28
C 0.10755 0.06876 1.22696 -1.75 -2.37 1.53
C -0.50334 0.97509 0.16589 -1.31 0.34 0.93
C -0.20420 2.46937 0.44628 0.21 -0.13 0.14
C 0.21224 0.57085 -1.04340 2.83 1.14 -0.51
N 1.35168 0.00974 -0.77401 0.92 1.01 -0.89
H -1.09687 -2.08080 -2.19412 -0.04 -0.03 -0.11
H -1.96141 -1.39179 -0.75168 -0.65 0.20 0.26
H 1.01179 -2.68892 -1.43165 0.67 -0.19 0.72
H 0.52395 -2.92604 0.91063 -0.82 -0.13 -1.44
H 2.01556 -1.02228 0.94560 3.56 -1.02 1.91
H -0.73221 -0.65271 1.75641 1.99 1.49 -1.41
H 0.51245 0.59277 2.06547 0.36 0.56 0.52
H -1.56796 0.73180 0.09348 -0.02 0.64 0.02
H -0.84406 3.14882 -0.13399 0.32 -0.21 0.00
H 0.88297 2.68847 0.25968 -1.07 -0.18 0.11
H -0.40855 2.65562 1.50590 0.03 0.14 -0.11
H 0.20051 1.24024 -1.91392 -0.48 -0.79 -0.14
```
Forces are in eV/Å.

Energy above the lowest of the compared OMol25 structures with the same formula, charge and spin ... 57.3 kcal/mol
Multiplicity ... 1
HOMO energy ... -7.71 eV
Orbital gap ... 8.6 eV
Structure (SMILES) ... C=[PH2][C@@H]1C[C@@H](C)C=N1